Record 1
Here is a molecular structure, C2H6I2N2OP at a distorted geometry from OMol25. Energies are from ωB97M-V/def2-TZVPD.

For the HOMO-LUMO gap, the calculation gives 0.320 hartree. As for the net charge: +1. For the relative energy (zero: lowest compared OMol25 entry of this formula, charge and spin), the calculation gives 1.120 eV.

Element x y z (Å)
C1 -0.4715 0.0728 -1.9071
C2 0.4129 -0.2304 0.3385
N1 -0.0424 0.7648 -0.7501
N2 -0.9155 -0.6500 0.8201
O1 -0.9766 -1.0023 -1.8276
P1 1.2522 0.6851 1.6812
I1 -0.4112 1.1188 -3.7383
I2 -0.0206 2.7552 -0.5120
H1 0.8303 -1.1030 -0.1328
H2 -0.9005 -1.4820 1.5046
H3 -1.2071 -0.9128 -0.1696
H4 -1.5036 0.1051 1.2586
H5 1.3878 -0.5025 2.3607
H6 2.5657 0.3811 1.0739



Record 2
Here is 10 unconnected molecules or ions with the total composition C53H135N9O18 at a distorted geometry from OMol25. Energies are from ωB97M-V/def2-TZVPD.

For the HOMO-LUMO gap (alpha / beta), the calculation gives 0.248 / 0.074 hartree. Its spin multiplicity is 2. As for the net charge: +1. For the relative energy (zero: lowest compared OMol25 entry of this formula, charge and spin), the calculation gives 0.313 eV.

Element x y z (Å)
C1 19.5651 -7.8412 0.5960
O1 18.2250 -7.4363 0.5841
C2 18.1041 -6.0616 0.1422
C3 16.6309 -5.5682 0.1459
N1 16.4939 -4.1811 -0.3619
C4 16.8230 -3.1666 0.6733
C5 16.4814 -1.7404 0.1666
O2 16.7862 -0.7827 1.1941
C6 15.9683 0.4516 1.0782
H1 19.5222 -8.7124 1.2496
H2 20.2986 -7.0548 0.7738
H3 19.7239 -8.2360 -0.4076
H4 18.5555 -5.9648 -0.8452
H5 18.6704 -5.3664 0.7618
H6 16.1949 -5.8257 1.1112
H7 16.0356 -6.1131 -0.5868
H8 15.5331 -3.9689 -0.5895
H9 17.8835 -3.1977 0.9232
H10 16.1960 -3.3821 1.5384
H11 15.4301 -1.7146 -0.1201
H12 17.0803 -1.5126 -0.7152
H13 15.7705 0.7021 0.0360
H14 16.5411 1.2642 1.5250
H15 14.9860 0.3272 1.5341
C7 20.8677 -3.9526 2.0662
O3 19.9491 -4.9206 2.5925
C8 20.4928 -5.7431 3.6298
C9 19.4243 -6.7061 4.2194
N2 18.2875 -6.0849 4.9594
C10 17.2898 -5.4084 4.1566
C11 16.2181 -4.7837 5.0331
O4 15.1789 -4.2424 4.1342
C12 13.9782 -3.8266 4.7595
H16 21.4533 -3.4083 2.8071
H17 20.3410 -3.2185 1.4565
H18 21.6172 -4.4430 1.4451
H19 20.8689 -5.1200 4.4412
H20 21.3993 -6.2551 3.3070
H21 19.9037 -7.3407 4.9647
H22 18.9352 -7.3392 3.4791
H23 18.6665 -5.4161 5.6146
H24 16.8897 -6.1626 3.4788
H25 17.7318 -4.5678 3.6218
H26 16.6113 -4.0925 5.7786
H27 15.6042 -5.5101 5.5656
H28 14.2375 -2.8570 5.1846
H29 13.7132 -4.4566 5.6086
H30 13.1380 -3.8143 4.0652
C13 22.4115 -8.9819 -2.4921
O5 23.7181 -9.5642 -2.3802
C14 24.4892 -9.3485 -3.5700
C15 24.0570 -10.1711 -4.7842
N3 24.1355 -11.6299 -4.6215
C16 23.2280 -12.3707 -5.4977
C17 21.8236 -12.3743 -4.7744
O6 21.9742 -12.7443 -3.4079
C18 20.7707 -12.5823 -2.6362
H31 21.8328 -9.2408 -1.6054
H32 21.7957 -9.4785 -3.2419
H33 22.3787 -7.8991 -2.6122
H34 25.5143 -9.6495 -3.3541
H35 24.4235 -8.3064 -3.8827
H36 24.7355 -9.9545 -5.6092
H37 23.1150 -9.7306 -5.1108
H38 23.7233 -11.7582 -3.7084
H39 23.5372 -13.4120 -5.5887
H40 23.1569 -12.0890 -6.5482
H41 21.2194 -13.0639 -5.3640
H42 21.4282 -11.3601 -4.8314
H43 21.0360 -12.8288 -1.6081
H44 20.0890 -13.3830 -2.9232
H45 20.2091 -11.6556 -2.7542
C19 14.1903 9.0738 1.8727
O7 13.6956 7.7678 1.4730
C20 13.4826 6.9123 2.5913
C21 14.6065 5.8864 2.8451
N4 14.9402 4.9278 1.8302
C22 13.9690 3.8108 1.7944
C23 14.2706 3.0973 0.4400
O8 13.9466 3.8872 -0.7064
C24 14.3146 3.3414 -1.9713
H46 13.3887 9.6308 2.3578
H47 14.4734 9.7036 1.0294
H48 14.9836 9.1013 2.6197
H49 12.5919 6.4115 2.2117
H50 13.1709 7.4129 3.5080
H51 14.5462 5.3354 3.7837
H52 15.4860 6.4812 3.0916
H53 14.9421 5.3344 0.9057
H54 12.9697 4.2434 1.8429
H55 13.9501 3.1519 2.6625
H56 13.7894 2.1199 0.4059
H57 15.3511 2.9551 0.4597
H58 13.9931 4.0355 -2.7478
H59 13.8556 2.3574 -2.0676
H60 15.3854 3.2213 -2.1357
C25 18.2320 3.5187 8.4784
O9 18.4998 2.8372 7.2454
C26 19.2768 1.5552 7.4037
C27 19.0889 0.7437 6.0965
N5 17.6618 0.5098 5.9664
C28 17.2426 0.1199 4.6130
C29 15.7587 -0.3123 4.6152
O10 15.0138 0.8963 5.0256
C30 13.6330 0.9490 4.6276
H61 17.5359 2.9187 9.0644
H62 17.8818 4.5256 8.2508
H63 19.1054 3.6964 9.1060
H64 18.9109 1.0114 8.2746
H65 20.3342 1.7811 7.5412
H66 19.7155 -0.1471 6.0528
H67 19.4415 1.3727 5.2791
H68 17.1101 1.3355 6.1506
H69 17.8069 -0.7280 4.2245
H70 17.4008 0.8837 3.8516
H71 15.6396 -1.0810 5.3788
H72 15.4782 -0.6500 3.6176
H73 13.2565 1.9218 4.9442
H74 12.9923 0.2338 5.1434
H75 13.5457 0.8714 3.5438
C31 16.7732 0.7693 -2.6677
O11 15.3817 0.4522 -2.6850
C32 15.2376 -0.9749 -3.0949
C33 13.7535 -1.2946 -3.2986
N6 13.0077 -1.1128 -2.0630
C34 11.5885 -1.2913 -2.3152
C35 10.9083 -0.1677 -3.1178
O12 11.3061 1.1856 -2.7111
C36 10.4014 2.2395 -3.1358
H76 17.0002 1.7344 -2.2147
H77 17.0779 0.9667 -3.6955
H78 17.4575 -0.0138 -2.3413
H79 15.6005 -1.6908 -2.3574
H80 15.7096 -1.1175 -4.0670
H81 13.6824 -2.3218 -3.6560
H82 13.4407 -0.6689 -4.1345
H83 13.1804 -0.1497 -1.8130
H84 11.1192 -1.3222 -1.3319
H85 11.4927 -2.2734 -2.7784
H86 9.8298 -0.3260 -3.1179
H87 11.1967 -0.2463 -4.1660
H88 9.3737 1.9116 -2.9798
H89 10.4108 2.4892 -4.1968
H90 10.5473 3.1771 -2.5994
C37 20.2900 -14.4018 1.0305
O13 19.6163 -13.1927 1.2609
C38 18.4080 -13.0834 0.4531
C39 18.0719 -11.5919 0.5123
N7 16.7846 -11.3246 -0.1176
C40 16.6283 -9.8810 -0.3820
C41 17.1821 -9.4509 -1.7662
O14 16.4459 -9.9056 -2.8368
C42 15.0841 -9.5571 -2.8319
H91 21.2529 -14.4828 1.5347
H92 20.5752 -14.4416 -0.0208
H93 19.6766 -15.2677 1.2798
H94 17.6150 -13.7746 0.7387
H95 18.5662 -13.3656 -0.5878
H96 18.9291 -11.1098 0.0424
H97 18.0227 -11.2445 1.5443
H98 16.0850 -11.8688 0.3665
H99 17.1544 -9.4016 0.4436
H100 15.5556 -9.6885 -0.3644
H101 18.2046 -9.8235 -1.8282
H102 17.3057 -8.3690 -1.8149
H103 14.9603 -8.5264 -2.4994
H104 14.5164 -10.2148 -2.1738
H105 14.6287 -9.7017 -3.8116
C43 21.5966 -10.6135 2.3579
O15 22.3659 -9.4647 2.7455
C44 23.4719 -9.2601 1.8356
C45 24.4972 -8.3409 2.4894
N8 24.1263 -6.9824 2.3808
C46 25.1010 -6.1586 3.0507
C47 24.8717 -4.6479 3.0315
O16 24.1504 -4.2559 4.1702
C48 23.9243 -2.8619 4.2256
H106 22.1428 -11.5369 2.1650
H107 21.0515 -10.3513 1.4512
H108 20.9282 -10.6923 3.2153
H109 23.1655 -8.9192 0.8466
H110 23.9739 -10.2098 1.6509
H111 25.4556 -8.5038 1.9964
H112 24.7378 -8.6265 3.5134
H113 23.2309 -6.9457 2.8467
H114 26.1182 -6.3600 2.7146
H115 25.2343 -6.4183 4.1009
H116 24.3823 -4.4700 2.0740
H117 25.8396 -4.1468 3.0477
H118 23.2077 -2.7196 5.0344
H119 23.3637 -2.4758 3.3743
H120 24.8806 -2.3582 4.3663
C49 19.5332 -3.1993 -1.7065
O17 18.3404 -3.4102 -2.3908
H121 19.4940 -2.4804 -0.8881
H122 19.9424 -4.1520 -1.3703
H123 20.2354 -2.7961 -2.4362
H124 17.6447 -3.7113 -1.8017
C50 13.1191 -5.0761 1.0676
C51 12.8898 -3.8347 0.2718
C52 12.8606 -2.5568 1.1602
O18 11.6543 -2.6568 1.9480
C53 11.2645 -1.4280 2.5663
N9 13.8233 -3.7067 -0.8557
H125 12.5659 -5.2017 1.9983
H126 14.1623 -5.0650 1.3832
H127 12.9156 -5.9918 0.5123
H128 11.9079 -3.9719 -0.1812
H129 12.8953 -1.7209 0.4616
H130 13.7874 -2.5702 1.7337
H131 10.7309 -0.8269 1.8301
H132 12.0835 -0.8722 3.0228
H133 10.5854 -1.6960 3.3757
H134 13.7624 -4.5062 -1.4698
H135 13.4998 -2.8966 -1.3648